C12H24Cl12 | ωB97M-V/def2-TZVPD

Last column: Löwdin spin population.
Element x y z (Å)
Cl -5.265 -0.405 -2.205  0.00
C -3.542 -0.002 -1.773  0.00
C -2.987 1.208 -2.491  0.00
Cl -1.654 1.849 -1.523  0.02
H -3.071 -0.985 -1.809  0.00
H -3.466 0.127 -0.694  0.00
H -3.617 2.086 -2.346  0.00
H -2.730 1.176 -3.549  0.00
Cl 2.922 -1.647 1.895  0.17
C 4.052 -2.939 2.449  0.03
C 5.109 -3.253 1.341  0.04
Cl 4.324 -4.451 0.309  0.02
H 3.427 -3.757 2.809  0.00
H 4.542 -2.486 3.310  0.02
H 6.039 -3.693 1.701  0.01
H 5.501 -2.403 0.781  0.02
Cl -4.000 5.428 2.381  0.01
C -3.622 3.795 1.843  0.00
C -4.198 3.632 0.409  0.00
Cl -5.895 4.039 0.273  0.00
H -4.085 3.152 2.592  0.00
H -2.533 3.753 1.837  0.00
H -4.227 2.639 -0.040  0.00
H -3.713 4.238 -0.357  0.00
Cl -0.846 -2.474 1.405  0.02
C -0.445 -0.801 0.835  0.01
C -0.841 0.274 1.901  0.02
Cl -2.560 0.783 1.917  0.02
H -0.957 -0.741 -0.126  0.00
H 0.638 -0.851 0.723  0.00
H -0.361 1.180 1.531  0.01
H -0.637 0.107 2.958  0.01
Cl 0.674 3.423 0.317  0.10
C 2.369 2.987 0.535  0.09
C 2.925 2.307 -0.700  0.07
Cl 2.005 0.848 -1.170  0.09
H 2.421 2.430 1.470  0.05
H 2.905 3.925 0.674  0.03
H 3.937 1.964 -0.483  0.05
H 3.100 2.917 -1.586  0.01
Cl 0.393 -4.578 -4.016  0.00
C 1.429 -3.775 -2.773  0.01
C 0.758 -3.355 -1.463  0.01
Cl 0.687 -4.793 -0.539  0.01
H 1.776 -2.846 -3.225  0.00
H 2.317 -4.406 -2.717  0.00
H -0.277 -3.077 -1.662  0.00
H 1.280 -2.549 -0.947  0.00

2S+1: 2
Total charge: -1



C2H5NO2S | ωB97M-V/def2-TZVPD

Last column: Mulliken charge in e.
Element x y z (Å)
C 1.609 -0.085 1.053  -0.72
O 0.561 0.669 0.376  -0.35
C -0.389 -0.121 -0.156  0.38
S -0.488 -1.813 -0.266  -0.35
N -1.381 0.719 -0.573  -0.10
O -2.123 0.355 -1.691  -0.37
H 2.266 0.596 1.519  0.26
H 2.114 -0.762 0.393  0.33
H 1.042 -0.552 1.926  0.34
H -1.001 1.611 -0.866  0.27
H -2.211 -0.617 -1.715  0.30

SMILES string: COC(=S)NO
Total charge: 0



C4H12S | ωB97M-V/def2-TZVPD

Last column: Mulliken charge in e.
Element x y z (Å)
C 2.044 0.419 -6.220  -0.93
S 2.901 1.932 -5.685  -0.07
C 2.343 1.898 -4.003  -0.76
H 1.033 0.376 -6.593  0.30
H 2.210 -0.168 -5.397  0.34
H 2.735 0.023 -6.977  0.31
H 1.325 1.447 -4.193  0.24
H 2.939 1.299 -3.347  0.29
H 2.078 3.024 -3.675  0.28
C -2.585 -0.518 5.762  -0.84
C -2.210 -2.082 5.719  -0.73
H -1.791 0.049 6.221  0.29
H -3.367 -0.409 6.561  0.25
H -2.921 -0.110 4.771  0.27
H -2.033 -2.415 6.753  0.27
H -3.202 -2.470 5.403  0.21
H -1.498 -2.293 4.900  0.27

SMILES string: CSC.CC
Total charge: 0



CH6NOP | ωB97M-V/def2-TZVPD

Last column: Mulliken charge in e.
Element x y z (Å)
C 1.753 -0.692 0.079  -0.92
N -1.475 1.041 -0.594  -0.56
O -1.894 -1.250 0.486  -0.53
P -0.928 -0.125 0.554  0.43
H 2.258 -1.155 0.841  0.32
H 1.393 -1.350 -0.651  0.33
H 2.033 0.283 -0.385  0.28
H -0.774 1.775 -0.508  0.27
H -1.251 0.717 -1.536  0.28
H -1.115 0.754 1.713  0.10

Total charge: 0



C25H40N6O2PdSe2 | ωB97M-V/def2-TZVPD

Last column: Mulliken charge in e.
Element x y z (Å)
Pd 0.694 -0.927 -0.394  0.56
C -4.806 -2.316 0.485  -1.13
N -3.377 -2.081 0.366  0.26
C -2.786 -2.549 -0.880  -0.57
C -2.624 -1.472 1.335  0.19
N -1.470 -0.977 1.043  0.05
C -0.483 -0.771 2.006  -0.19
C -0.306 -1.648 3.053  -0.59
C 0.682 -1.453 4.033  -0.92
C 1.532 -0.393 3.953  -1.07
C 1.475 0.485 2.845  1.59
C 2.469 1.473 2.705  -0.99
C 2.523 2.262 1.590  -1.26
C 1.560 2.121 0.589  -1.00
C 0.521 1.213 0.693  0.66
N -0.399 1.096 -0.372  0.58
C -0.867 2.131 -0.987  -0.33
N -1.139 3.335 -0.363  0.29
C -0.667 4.579 -0.948  -1.24
C -1.368 3.380 1.070  -0.98
N -1.218 2.072 -2.301  0.22
C -2.318 2.851 -2.850  -1.18
C -0.697 1.049 -3.191  -0.75
C 0.467 0.322 1.842  0.25
N -3.271 -1.347 2.571  0.29
C -3.684 -2.537 3.294  -1.26
C -3.064 -0.167 3.392  -0.69
H -5.291 -2.028 -0.449  0.36
H -5.229 -1.723 1.288  0.37
H -5.034 -3.372 0.663  0.34
H -2.730 -3.640 -0.909  0.30
H -1.794 -2.147 -0.998  -0.19
H -3.403 -2.216 -1.717  0.34
H -0.924 -2.536 3.090  0.66
H 0.770 -2.163 4.848  0.42
H 2.304 -0.238 4.698  0.41
H 3.218 1.563 3.484  0.39
H 3.321 2.984 1.461  0.44
H 1.635 2.714 -0.315  0.60
H -0.339 4.416 -1.972  0.41
H 0.181 4.969 -0.373  0.35
H -1.456 5.338 -0.949  0.32
H -1.783 2.432 1.406  0.20
H -2.092 4.171 1.279  0.39
H -0.458 3.582 1.640  0.26
H -2.837 3.389 -2.064  0.36
H -3.026 2.176 -3.337  0.38
H -1.970 3.567 -3.601  0.33
H 0.140 0.536 -2.742  -0.03
H -0.375 1.511 -4.127  0.38
H -1.462 0.302 -3.420  0.32
H -3.629 -3.411 2.649  0.40
H -4.709 -2.442 3.665  0.32
H -3.029 -2.708 4.156  0.39
H -2.711 0.657 2.774  0.08
H -2.338 -0.329 4.193  0.28
H -4.018 0.123 3.844  0.38
O 4.402 0.588 -1.229  -0.66
C 3.453 0.035 -2.142  -0.95
C 3.645 -1.463 -2.395  1.90
C 4.901 -1.644 -3.271  -1.13
O 6.110 -1.206 -2.665  -0.57
C 2.454 -1.980 -3.203  -1.43
Se 0.843 -2.528 -2.197  -0.31
C 3.837 -2.299 -1.132  -1.76
Se 2.822 -1.792 0.466  -0.15
H 4.148 0.255 -0.353  0.37
H 3.574 0.567 -3.090  0.62
H 2.450 0.221 -1.789  0.15
H 4.725 -1.125 -4.222  0.41
H 5.036 -2.704 -3.498  0.41
H 5.920 -0.394 -2.176  0.44
H 2.751 -2.897 -3.715  0.51
H 2.160 -1.252 -3.960  0.39
H 4.879 -2.260 -0.827  0.56
H 3.578 -3.331 -1.348  0.44

Total charge: 0



C5H8O | ωB97M-V/def2-TZVPD

Last column: Mulliken charge in e.
Element x y z (Å)
O 2.577 -0.978 -0.518  -0.47
C 2.196 -0.047 0.151  -0.08
C 0.748 0.340 0.312  -0.48
C -0.207 -0.559 -0.468  -0.59
C -1.703 -0.311 -0.084  -0.36
C -1.823 1.129 -0.404  -0.45
H 2.917 0.594 0.701  0.34
H 0.515 0.342 1.388  0.31
H -0.075 -0.388 -1.540  0.32
H 0.023 -1.614 -0.279  0.37
H -2.302 -0.934 -0.760  0.31
H -1.854 -0.637 0.959  0.30
H 0.650 1.386 -0.016  0.33
H -1.661 1.676 0.558  0.15

Total charge: 0



C16H15NO6S | ωB97M-V/def2-TZVPD

Last column: Mulliken charge in e.
Element x y z (Å)
O -1.252 -1.885 1.902  -0.58
C -1.951 -1.127 2.529  0.38
O -2.920 -1.568 3.345  -0.46
C -1.852 0.348 2.475  -0.31
C -2.843 1.171 3.002  -0.60
C -2.710 2.543 2.883  -0.67
C -1.606 3.093 2.257  -0.76
C -0.605 2.273 1.734  0.72
N 0.489 2.808 1.071  -0.21
S 2.036 2.128 1.194  1.50
O 2.261 1.662 2.529  -0.66
O 2.898 3.141 0.665  -0.74
C 1.948 0.733 0.086  -0.35
C 2.412 -0.496 0.511  -0.30
C 2.294 -1.573 -0.346  -0.58
C 1.723 -1.436 -1.606  0.72
C 1.265 -0.176 -2.033  -0.03
C 1.392 0.905 -1.161  -0.46
O 0.700 0.112 -3.232  -0.47
C 0.369 -0.947 -4.116  -0.50
C -0.462 -2.027 -3.426  -0.65
C 0.455 -3.074 -2.776  -0.43
O 1.719 -2.555 -2.412  -0.52
C -0.739 0.895 1.846  0.37
H -2.934 -2.538 3.344  0.35
H -3.701 0.737 3.488  0.48
H -3.472 3.194 3.284  0.39
H -1.511 4.166 2.169  0.35
H 0.531 3.815 1.031  0.26
H 2.831 -0.592 1.499  0.51
H 2.643 -2.552 -0.058  0.45
H 1.049 1.876 -1.478  0.53
H 1.279 -1.378 -4.551  0.31
H -0.205 -0.458 -4.907  0.36
H -1.085 -1.546 -2.670  0.31
H -1.117 -2.517 -4.145  0.41
H -0.036 -3.516 -1.898  0.28
H 0.693 -3.870 -3.486  0.33
H 0.014 0.234 1.454  0.27

SMILES string: O=C(O)c1cccc(NS(=O)(=O)c2ccc3c(c2)OCCCO3)c1
Total charge: 0



Per-record E, hartree: -5993.88696; -682.55135; -557.72367; -512.96252; -6386.35831; -270.39046; -1523.08709
Per-record maximum force, eV/A: 2.367; 3.051; 4.104; 4.697; 1.850; 0.574; 1.139